The following is a quantum chemistry calculation of a structure of composition BrCdN5O15 in a non-equilibrium geometry, from OMol25.

Results
Total energy = -112741.029 eV
LUMO energy = 4.45 eV
2S+1 = 1
Total charge = -4
Relative energy (zero: lowest compared OMol25 entry of this formula, charge and spin) = 661.3 kJ/mol

Atoms and positions in Å:
Cd  -0.312  0.630  -0.572
Br  -0.505  3.735  -3.174
O  -1.442  -3.944  2.577
O  3.400  0.104  1.444
O  2.243  -3.027  -3.646
O  1.873  -1.348  -2.558
O  -1.154  2.834  1.902
O  4.544  -0.321  3.199
O  -3.046  3.962  1.560
O  -0.662  -2.666  1.339
O  5.568  -0.171  1.363
O  3.933  -1.787  -2.796
O  -5.000  -0.380  -3.111
O  -1.079  4.790  1.771
O  -3.505  0.143  -1.805
O  0.134  -2.690  3.336
O  -5.313  1.039  -1.686
N  -1.754  3.883  1.754
N  2.739  -2.143  -3.007
N  -4.608  0.465  -2.321
N  -0.582  -3.084  2.424
N  4.527  -0.026  2.010

Here are the natural (NBO) charges for atoms 1 to 6, given in e: atom 1 (Cd): 1.3865, atom 2 (Br): -0.7468, atom 3 (O): -0.5940, atom 4 (O): -0.5634, atom 5 (O): -0.5107, atom 6 (O): -0.5979

The following is a quantum chemistry calculation of a cluster of 3 separate species, C52H52N3O9S in total in a non-equilibrium geometry, from OMol25.

Results
Total energy = -88501.379 eV
LUMO energy = 0.96 eV
2S+1 = 1
Total charge = -1
Relative energy (zero: lowest compared OMol25 entry of this formula, charge and spin) = 0.0 kJ/mol

Atoms and positions in Å:
S  1.831  1.988  7.105
O  4.070  -2.130  1.276
O  0.577  0.483  -0.641
O  -6.012  -1.123  3.343
O  -2.504  2.407  5.310
O  1.171  -1.064  5.472
O  1.142  3.309  9.439
O  -3.203  4.229  -0.153
O  2.703  -3.144  -1.700
O  2.342  -2.939  5.396
N  3.424  0.440  5.358
N  2.412  4.469  8.146
N  2.147  5.226  9.249
C  -1.519  -0.216  -8.407
C  -1.876  -0.311  5.577
C  2.476  -2.903  -3.028
C  -0.006  1.370  1.931
C  -0.539  1.498  -3.006
C  -6.946  2.941  3.113
C  0.343  -1.410  -7.274
C  -1.544  -2.701  -8.507
C  -0.578  -1.481  -8.519
C  -1.929  2.888  -1.609
C  -2.561  3.388  -2.741
C  3.505  -0.766  3.240
C  -1.615  2.869  0.932
C  4.114  0.560  6.629
C  3.220  -1.754  0.212
C  2.236  -1.701  5.237
C  1.509  -3.631  -7.996
C  -5.492  1.136  3.747
C  -1.283  2.865  3.316
C  -1.633  -1.671  5.693
C  -4.589  2.054  4.284
C  1.918  -1.486  -4.888
C  -0.924  1.929  -1.742
C  -0.327  1.861  3.186
C  -3.978  -0.787  4.483
C  -2.178  2.951  -3.998
C  1.382  4.487  9.987
C  1.961  -2.557  -5.771
C  2.161  -1.662  -3.548
C  3.091  0.834  7.762
C  -3.731  -2.148  4.609
C  1.631  -2.286  -7.272
C  -6.057  3.855  3.669
C  -0.260  1.356  -0.538
C  -3.309  1.595  4.894
C  -2.562  -2.588  5.215
C  3.483  -0.899  4.762
C  2.269  -3.796  -5.243
C  -1.161  2.011  -4.132
C  2.892  -1.537  -7.820
C  -0.640  1.876  0.800
C  -3.048  0.137  4.982
C  -6.665  1.586  3.152
C  -4.879  3.413  4.248
C  3.352  -2.123  2.505
C  -1.928  3.364  2.193
C  2.524  -3.971  -3.893
C  3.735  -2.328  -1.130
C  0.162  -1.335  -9.883
C  -5.221  -0.329  3.818
C  -2.324  3.397  -0.262
C  1.840  3.323  8.236
H  1.009  4.800  10.951
H  -1.150  0.397  5.953
H  -2.372  -3.649  5.313
H  2.218  -2.175  0.363
H  2.089  -0.795  -2.891
H  -1.154  0.616  -9.023
H  -0.854  1.679  -5.116
H  3.713  1.146  4.696
H  -6.284  4.914  3.648
H  -0.401  -0.641  -10.520
H  1.491  -3.528  -9.089
H  -2.514  -2.470  -8.955
H  0.584  -4.157  -7.730
H  2.287  -2.362  2.403
H  4.363  -1.472  5.102
H  -1.136  -3.544  -9.085
H  0.740  0.592  1.829
H  -4.451  -2.864  4.234
H  -0.283  -1.591  -6.390
H  -4.185  4.124  4.676
H  2.762  -4.971  -3.541
H  4.827  1.395  6.561
H  -0.716  -2.011  6.155
H  3.776  -1.764  -7.216
H  2.608  -0.111  8.023
H  -1.524  0.143  -7.369
H  -2.670  3.345  -4.879
H  2.298  -4.690  -5.857
H  4.053  -1.523  -1.802
H  -3.349  4.122  -2.638
H  2.766  -0.446  -7.788
H  0.249  0.763  -3.109
H  3.064  -1.803  -8.871
H  -7.358  0.874  2.724
H  -1.527  3.253  4.296
H  -1.657  -3.077  -7.482
H  4.435  -0.280  2.910
H  -2.543  -0.422  -8.731
H  0.664  -0.360  -7.190
H  1.179  -0.944  -9.792
H  3.168  -0.658  0.092
H  2.649  -0.128  2.970
H  -2.674  4.140  2.298
H  0.158  -2.283  -10.436
H  0.171  1.465  4.064
H  3.803  -2.886  3.154
H  -7.863  3.288  2.652
H  1.667  -0.477  -5.207
H  4.691  -0.333  6.908
H  3.604  1.271  8.625
H  4.633  -2.927  -0.913
H  2.349  -4.302  -7.787

Here are the Löwdin charges for atoms 1 to 6, given in e: atom 1 (S): 0.9839, atom 2 (O): -0.1416, atom 3 (O): 0.0957, atom 4 (O): 0.0886, atom 5 (O): 0.0331, atom 6 (O): -0.0773

The following is a quantum chemistry calculation of a cluster of 2 separate species, C7H15N2OP in total in a non-equilibrium geometry, from OMol25.

Results
Total energy = -21817.116 eV
LUMO energy = 0.65 eV
2S+1 = 1
Total charge = 0
Relative energy (zero: lowest compared OMol25 entry of this formula, charge and spin) = 212.0 kJ/mol

Atoms and positions in Å:
P  -1.385  -1.285  0.557
O  -3.318  1.173  1.015
N  -2.123  -2.303  -0.329
N  -1.484  -1.170  2.067
C  1.036  1.826  -0.636
C  1.281  -1.009  0.454
C  0.209  1.167  0.515
C  2.399  -0.316  -0.369
C  0.279  -0.156  -1.525
C  1.561  0.585  -1.415
C  0.047  -0.228  0.041
H  1.316  -0.768  1.479
H  0.240  2.136  -1.224
H  -0.547  0.340  -2.100
H  -2.736  1.025  1.682
H  -2.071  -1.881  2.424
H  0.406  -1.185  -1.831
H  1.737  2.611  -0.286
H  -0.754  1.784  0.614
H  -4.143  0.740  1.182
H  2.952  -1.055  -0.944
H  1.046  -2.083  0.441
H  -1.724  -2.267  -1.253
H  2.040  0.642  -2.344
H  0.810  1.352  1.488
H  2.927  0.327  0.296

Here are the natural (NBO) charges for atoms 1 to 6, given in e: atom 1 (P): 1.9653, atom 2 (O): -0.9468, atom 3 (N): -1.2122, atom 4 (N): -1.2616, atom 5 (C): -0.4009, atom 6 (C): -0.4195

Which formula does entry 3 have? C7H15N2OP